[1]
{
  "formula": "C36H49As2Ge2OSZr",
  "method": "ωB97M-V/def2-TZVPD",
  "elements": ["Zr", "C", "C", "Ge", "C", "C", "C", "C", "Ge", "C", "C", "C", "C", "C", "C", "C", "C", "C", "C", "H", "H", "H", "H", "H", "H", "H", "H", "H", "H", "H", "H", "H", "H", "H", "H", "H", "H", "H", "H", "H", "H", "H", "H", "H", "H", "C", "As", "C", "C", "C", "C", "C", "C", "C", "As", "C", "C", "H", "H", "H", "H", "H", "H", "H", "H", "H", "H", "H", "H", "H", "H", "H", "H", "C", "C", "O", "S", "C", "C", "C", "C", "C", "C", "C", "C", "H", "H", "H", "H", "H", "H", "H"],
  "coordinates": [[0.370, -0.020, 0.252], [4.057, -0.177, -2.352], [2.724, -0.282, -1.579], [2.954, 0.923, 0.003], [3.577, -0.117, 1.546], [5.116, -0.068, 1.607], [3.599, 2.696, -0.265], [2.662, 3.620, 0.013], [1.020, 2.675, 0.413], [-0.100, 2.822, 2.012], [-0.657, 4.252, 2.129], [-0.245, 2.380, -1.143], [-0.215, 3.611, -2.071], [2.769, 5.083, 0.018], [4.018, 5.709, 0.016], [4.102, 7.089, 0.003], [2.945, 7.861, -0.016], [1.697, 7.252, -0.013], [1.617, 5.870, 0.013], [4.004, -0.831, -3.222], [4.900, -0.502, -1.741], [4.253, 0.836, -2.700], [2.534, -1.298, -1.249], [1.901, 0.038, -2.233], [3.219, -1.142, 1.438], [3.144, 0.311, 2.450], [5.578, -0.464, 0.702], [5.465, -0.673, 2.445], [5.476, 0.949, 1.756], [4.608, 2.944, -0.580], [0.495, 2.551, 2.883], [-0.918, 2.103, 1.921], [0.140, 4.989, 2.196], [-1.257, 4.327, 3.037], [-1.299, 4.516, 1.286], [-1.254, 2.208, -0.780], [0.068, 1.506, -1.757], [-0.658, 4.471, -1.571], [-0.797, 3.410, -2.970], [0.797, 3.876, -2.371], [4.925, 5.118, 0.039], [5.072, 7.569, 0.012], [3.017, 8.940, -0.028], [0.799, 7.854, -0.029], [0.643, 5.393, 0.016], [-4.046, 0.651, 0.411], [-2.350, -0.238, 0.199], [-2.441, -0.939, -1.616], [-2.492, -1.805, 1.321], [-3.465, -2.752, 1.022], [-3.590, -3.895, 1.800], [-2.764, -4.069, 2.901], [-1.797, -3.120, 3.209], [-1.641, -1.990, 2.413], [-0.224, -0.722, 2.861], [-0.976, 0.173, 4.395], [1.144, -1.835, 3.647], [-4.793, -0.084, 0.120], [-4.106, 1.525, -0.232], [-4.184, 0.939, 1.450], [-3.372, -1.492, -1.727], [-1.610, -1.615, -1.807], [-2.433, -0.117, -2.330], [-4.131, -2.614, 0.179], [-4.328, -4.645, 1.545], [-2.871, -4.946, 3.526], [-1.166, -3.282, 4.073], [-1.360, -0.626, 5.025], [-1.782, 0.841, 4.104], [-0.202, 0.730, 4.918], [0.718, -2.350, 4.504], [1.965, -1.210, 3.991], [1.501, -2.551, 2.911], [-4.055, -9.676, -0.640], [-3.118, -8.520, -0.453], [-3.347, -7.515, 0.157], [-1.543, -8.781, -1.345], [-0.853, -7.190, -1.026], [-0.744, -6.258, -2.059], [-0.293, -4.981, -1.792], [0.052, -4.634, -0.475], [-0.011, -5.588, 0.552], [-0.457, -6.859, 0.270], [0.361, -3.299, -0.161], [0.585, -2.109, 0.080], [-4.794, -9.686, 0.158], [-3.513, -10.621, -0.672], [-4.569, -9.551, -1.595], [-1.034, -6.535, -3.063], [-0.225, -4.247, -2.584], [0.279, -5.321, 1.560], [-0.519, -7.603, 1.053]],
  "mulliken_charge": [-1.42, -1.52, -0.15, 0.22, -0.02, -1.45, -0.21, 0.43, 0.91, 0.16, -1.54, -0.38, -1.65, 0.47, -0.70, -0.85, -0.48, -1.29, 0.21, 0.43, 0.35, 0.41, 0.41, 0.38, 0.21, 0.27, 0.31, 0.41, 0.38, 0.63, 0.50, 0.05, 0.47, 0.44, 0.35, 0.44, 0.73, 0.37, 0.45, 0.41, 0.37, 0.44, 0.43, 0.44, 0.24, -1.14, 0.78, -1.11, 0.65, -1.09, -0.85, -1.00, -0.92, 0.60, 1.55, -1.28, -1.45, 0.44, 0.46, 0.39, 0.55, 0.26, 0.42, 0.34, 0.43, 0.48, 0.33, 0.50, 0.38, 0.49, 0.59, 0.44, 0.36, -1.16, 0.77, -0.48, -0.16, -0.05, -0.59, -0.69, 0.34, -0.41, -0.63, 0.61, -0.25, 0.32, 0.39, 0.32, 0.49, 0.52, 0.49, 0.49],
  "charge": 3,
  "orbital_gap_ev": 5.167,
  "energy_ev": -286969.9204,
  "e_above_lowest_ev": 1.215
}

---

[2]
{
  "formula": "C3H8N",
  "method": "ωB97M-V/def2-TZVPD",
  "elements": ["C", "C", "C", "N", "H", "H", "H", "H", "H", "H", "H", "H"],
  "coordinates": [[-1.379, -0.026, -0.026], [-0.023, -0.074, 0.530], [1.053, -0.878, -0.090], [0.950, 0.875, -0.078], [-1.452, 0.120, -1.184], [-2.169, 0.721, 0.432], [-1.922, -0.969, 0.121], [-0.004, 0.027, 1.572], [1.828, -1.056, 0.677], [1.056, -1.326, -1.085], [1.722, 0.989, 0.491], [0.644, 1.358, -0.898]],
  "mulliken_charge": [-1.29, 0.52, -0.41, -0.29, 0.31, 0.32, 0.33, 0.36, 0.30, 0.31, 0.28, 0.27],
  "charge": 1,
  "orbital_gap_ev": 12.748,
  "energy_ev": -4721.9760,
  "e_above_lowest_ev": 1.451,
  "smiles": "C[C@H]1C[NH2+]1"
}

---

[3]
{
  "formula": "C16H24MgO20S2",
  "method": "ωB97M-V/def2-TZVPD",
  "elements": ["Mg", "S", "O", "O", "O", "O", "S", "O", "O", "O", "O", "C", "C", "C", "O", "C", "O", "O", "H", "H", "H", "H", "H", "H", "C", "C", "C", "O", "C", "O", "O", "H", "H", "H", "H", "H", "H", "C", "C", "C", "O", "C", "O", "O", "H", "H", "H", "H", "H", "H", "C", "C", "C", "O", "C", "O", "O", "H", "H", "H", "H", "H", "H"],
  "coordinates": [[-0.192, -1.157, 0.519], [-0.297, -3.934, -0.844], [0.758, -4.272, 0.118], [-0.328, -2.440, -0.787], [-0.061, -4.418, -2.198], [-1.527, -4.503, -0.272], [-0.399, -3.019, 3.242], [0.914, -3.679, 3.331], [-0.329, -1.999, 2.129], [-1.442, -4.002, 2.990], [-0.790, -2.363, 4.507], [0.821, 4.324, 4.031], [0.760, 2.816, 4.173], [-0.669, 2.391, 4.586], [-0.994, 1.298, 3.737], [-0.131, 1.276, 2.696], [-0.224, 0.551, 1.770], [0.872, 2.150, 2.919], [0.173, 4.782, 4.784], [0.316, 4.699, 3.139], [1.844, 4.686, 4.115], [1.489, 2.347, 4.833], [-1.378, 3.211, 4.437], [-0.841, 2.050, 5.606], [-5.184, 1.717, -0.768], [-5.344, 0.218, -0.543], [-4.889, -0.770, -1.609], [-3.494, -0.901, -1.407], [-3.284, -0.583, -0.122], [-2.251, -0.597, 0.472], [-4.403, -0.127, 0.484], [-4.753, 2.202, 0.103], [-6.127, 2.186, -1.061], [-4.585, 1.913, -1.663], [-6.381, 0.087, -0.236], [-5.107, -0.402, -2.614], [-5.424, -1.717, -1.525], [6.220, -1.058, 0.841], [5.016, -0.150, 0.493], [4.606, -0.169, -0.958], [3.243, -0.600, -0.957], [2.892, -0.869, 0.325], [1.777, -1.127, 0.629], [3.944, -0.807, 1.144], [6.089, -1.931, 0.201], [6.154, -1.467, 1.848], [7.173, -0.531, 0.783], [5.125, 0.843, 0.936], [5.212, -0.871, -1.533], [4.739, 0.807, -1.427], [-1.007, 0.164, -5.548], [0.138, -0.132, -4.596], [1.144, 0.977, -4.205], [1.208, 0.815, -2.798], [0.132, 0.163, -2.325], [-0.127, 0.095, -1.162], [-0.480, -0.438, -3.326], [-1.958, 0.221, -5.023], [-1.121, -0.649, -6.269], [-0.909, 1.013, -6.228], [0.715, -1.030, -4.817], [0.816, 1.966, -4.529], [2.141, 0.740, -4.572]],
  "mulliken_charge": [2.83, 1.18, -0.74, -1.21, -0.81, -0.78, 1.05, -0.79, -0.13, -0.78, -0.81, -1.49, 0.49, -0.66, -0.29, 0.12, -0.30, -0.31, 0.39, 0.36, 0.34, 0.40, 0.29, 0.32, -1.41, 0.55, -0.70, -0.21, 0.14, -0.50, -0.37, 0.30, 0.42, 0.30, 0.38, 0.33, 0.31, -1.39, 0.40, -0.62, -0.14, 0.23, 0.08, -0.35, 0.39, 0.34, 0.34, 0.37, 0.34, 0.25, -1.36, 0.42, -0.59, -0.34, 0.11, -0.47, -0.23, 0.30, 0.34, 0.36, 0.42, 0.29, 0.31],
  "charge": -2,
  "orbital_gap_ev": 2.603,
  "energy_ev": -85047.9071
}

---

[4]
{
  "formula": "CH8NS2",
  "method": "ωB97M-V/def2-TZVPD",
  "elements": ["N", "H", "H", "H", "H", "C", "S", "S", "H", "H", "H", "H"],
  "coordinates": [[-2.107, 1.674, 1.049], [-1.164, 1.189, 0.979], [-2.786, 0.984, 1.384], [-2.015, 2.358, 1.812], [-2.412, 2.190, 0.222], [1.484, -1.220, -1.682], [0.096, -0.135, -0.929], [0.433, -0.394, 1.024], [2.026, -1.618, -0.833], [2.292, -0.846, -2.353], [0.975, -1.906, -2.371], [1.744, 0.017, 0.982]],
  "mulliken_charge": [-0.40, 0.12, 0.43, 0.41, 0.41, -0.68, 0.38, -0.10, 0.31, 0.37, 0.37, 0.37],
  "charge": 2,
  "s2": 0.754,
  "orbital_gap_ev": [10.868, 7.920],
  "energy_ev": -24307.5840,
  "e_above_lowest_ev": 0.259,
  "multiplicity": 2
}

---

[5]
{
  "formula": "C5H6O4Sc",
  "method": "ωB97M-V/def2-TZVPD",
  "elements": ["C", "H", "H", "C", "H", "H", "C", "C", "O", "C", "O", "O", "O", "H", "H", "Sc"],
  "coordinates": [[0.885, 0.243, -3.083], [0.887, 1.333, -3.206], [0.905, -0.343, -4.008], [0.968, -0.331, -1.870], [0.854, -1.421, -1.804], [-0.132, 1.496, -0.380], [0.548, 0.682, -0.073], [-0.024, -0.192, 0.938], [-1.255, 0.130, 1.375], [-1.680, -0.350, 2.569], [-0.967, -0.745, 3.447], [-2.993, -0.280, 2.566], [1.812, 1.040, 0.158], [0.380, -1.179, 1.172], [-3.342, -0.515, 3.436], [3.156, 0.432, -1.238]],
  "mulliken_charge": [-0.54, 0.35, 0.31, -0.76, 0.40, 0.40, 0.58, 0.05, -0.15, 0.61, -0.40, -0.37, -0.74, 0.41, 0.42, 1.42],
  "charge": 2,
  "s2": 0.779,
  "orbital_gap_ev": [5.712, 7.359],
  "energy_ev": -34150.2966,
  "multiplicity": 2
}